{"formula": "C4H9NOS", "method": "wB97M-V/def2-TZVPD", "elements": ["O", "C", "C", "C", "C", "S", "N", "H", "H", "H", "H", "H", "H", "H", "H", "H"], "xyz": [[-2.24309, -0.10260, 0.80463], [-1.61479, 0.50560, -0.07135], [-1.40629, 0.09513, -1.40793], [0.18960, -1.73366, 1.78788], [1.44715, -1.30204, 1.73639], [2.00941, 2.50756, -0.59097], [-0.35430, 0.58512, -2.11663], [-1.10009, 1.43854, 0.22308], [-1.98939, -0.66269, -1.91624], [-0.58615, -1.26315, 1.19754], [-0.06919, -2.50687, 2.50439], [1.71199, -0.33735, 1.31977], [2.26240, -1.93942, 2.06387], [1.43198, 3.51434, -1.26554], [0.13618, -0.10960, -2.65236], [0.17459, 1.31110, -1.61655]], "atomic_forces_ev_per_a": [[-0.73, -0.07, -0.44], [-0.01, 0.57, 0.50], [0.15, -0.26, -0.36], [0.42, 0.29, 0.17], [-0.05, -0.20, -0.22], [-0.20, -0.13, -0.09], [-0.91, 0.28, 0.44], [0.22, -0.07, -0.21], [-0.05, -0.31, 0.46], [-0.09, 0.08, 0.73], [-0.08, -0.55, -0.61], [0.03, -0.20, -0.62], [0.01, 0.33, 0.70], [0.02, 0.08, 0.00], [0.33, 0.38, -0.25], [0.91, -0.21, -0.21]], "mulliken_charge": [-0.609, -0.100, -0.135, -0.269, -0.452, -0.818, -0.307, 0.330, 0.409, -0.008, 0.233, 0.254, 0.233, -0.018, 0.224, 0.035], "total_energy_ha": -685.94954, "e_lumo_ha": [0.1374, 0.1141], "relative_energy_kj_mol": 60.3, "s2": 0.7602, "multiplicity": 2, "charge": -1, "largest_force_ev_per_a": 1.05}

***

{"formula": "C4H9NOS", "method": "wB97M-V/def2-TZVPD", "elements": ["C", "N", "C", "O", "C", "C", "S", "H", "H", "H", "H", "H", "H", "H", "H", "H"], "xyz": [[1.04874, 0.54480, 0.24867], [0.28869, 1.16642, -0.82159], [-0.75540, 1.99408, -0.58152], [-1.30250, 2.66491, -1.43302], [0.78857, -0.93871, 0.49309], [-0.68583, -1.23447, 0.77116], [-1.41550, -2.42065, -0.40542], [2.09629, 0.69264, -0.03173], [0.86028, 1.12139, 1.15254], [0.54023, 1.02873, -1.79066], [-1.02158, 1.95225, 0.49107], [1.19194, -1.55696, -0.30015], [1.41440, -1.14725, 1.37374], [-0.82892, -1.64162, 1.76987], [-1.28088, -0.33389, 0.61914], [-0.93853, -1.89168, -1.55521]], "atomic_forces_ev_per_a": [[0.27, 0.00, -0.92], [-0.48, 0.18, 0.36], [0.65, -0.35, -0.47], [-0.35, 0.07, 0.33], [0.34, 0.41, 0.65], [-0.01, 0.05, -0.84], [-0.13, -0.60, 0.37], [0.11, -0.09, 0.32], [-0.03, -0.04, 0.13], [0.11, -0.15, -0.01], [-0.29, 0.38, -0.04], [-0.11, 0.02, -0.25], [-0.15, -0.28, 0.02], [-0.20, 0.04, -0.05], [0.09, 0.09, 0.53], [0.18, 0.27, -0.13]], "mulliken_charge": [-1.338, -0.066, -0.422, -0.438, -1.077, -1.128, -0.333, 0.888, 0.284, 0.558, 0.223, 0.554, 0.336, 0.542, 0.190, 0.226], "total_energy_ha": -685.95031, "e_lumo_ha": [0.1156, 0.1237], "relative_energy_kj_mol": 58.3, "s2": 0.7510, "multiplicity": 2, "charge": -1, "largest_force_ev_per_a": 0.96}

***

{"formula": "C4H9NOS", "method": "wB97M-V/def2-TZVPD", "elements": ["C", "C", "O", "N", "C", "C", "S", "H", "H", "H", "H", "H", "H", "H", "H", "H"], "xyz": [[2.62309, 0.83411, 0.07400], [1.31319, 0.06407, 0.19148], [1.26438, -1.14740, 0.19818], [0.20341, 0.82984, 0.19228], [-1.17995, 0.37035, 0.26464], [-1.51014, -0.80027, -0.68063], [-3.24622, -1.33542, -0.40504], [3.07021, 0.94509, 1.05289], [3.30684, 0.26495, -0.54107], [2.53309, 1.82712, -0.36949], [0.26534, 1.78816, 0.49614], [-1.30552, -0.01043, 1.28362], [-2.01157, 1.06127, 0.11807], [-0.77592, -1.58666, -0.51085], [-1.51873, -0.70538, -1.76712], [-3.03149, -2.39941, 0.40290]], "atomic_forces_ev_per_a": [[-0.15, 0.08, 0.02], [0.32, 0.14, -0.44], [0.26, -0.43, 0.10], [-1.53, 1.84, -0.28], [-0.17, -2.00, 0.08], [-0.06, -0.89, 0.16], [0.29, -0.42, 0.31], [0.13, -0.03, 0.30], [0.07, -0.25, -0.05], [-0.26, -0.08, 0.08], [0.59, 0.08, -0.33], [-0.36, -0.23, -0.07], [0.90, 0.98, -0.02], [-0.43, -0.23, 0.17], [0.39, 1.07, 0.12], [0.02, 0.37, -0.14]], "mulliken_charge": [-1.061, 0.670, -0.618, -0.202, -0.521, -0.690, -0.240, 0.276, 0.315, 0.316, 0.243, 0.302, 0.405, 0.344, 0.330, 0.131], "total_energy_ha": -685.99071, "e_lumo_ha": 0.0279, "relative_energy_kj_mol": 74.2, "multiplicity": 1, "largest_force_ev_per_a": 2.41, "smiles": "CC(=O)NCCS"}

***

{"formula": "C4H9NOS", "method": "wB97M-V/def2-TZVPD", "elements": ["C", "N", "S", "C", "O", "C", "C", "H", "H", "H", "H", "H", "H", "H", "H", "H"], "xyz": [[1.24003, -0.98520, 3.63711], [0.44690, -1.03961, 2.62656], [1.05458, -1.12649, 1.11070], [-0.38984, -0.74456, 0.22267], [-0.41297, 0.62232, -0.21435], [-0.93757, 1.04819, -1.42785], [0.02305, 1.02408, -2.59626], [0.84126, -0.74164, 4.67106], [2.25498, -1.26628, 3.45355], [-0.43453, -1.37450, -0.71666], [-1.31107, -0.97522, 0.83056], [-1.83569, 0.40089, -1.71728], [-1.26458, 2.10332, -1.30459], [0.28835, -0.00681, -2.75340], [0.92306, 1.59621, -2.33303], [-0.48596, 1.46529, -3.48879]], "atomic_forces_ev_per_a": [[-1.66, -0.40, -0.28], [-0.24, 1.31, 2.46], [1.01, -0.71, -0.65], [-2.22, 0.07, -2.54], [0.93, 0.22, 1.69], [-1.86, -0.39, -1.04], [-0.07, 0.47, 0.12], [0.49, -0.60, -1.44], [1.05, 0.31, 0.56], [0.15, 0.30, 1.00], [1.04, 0.19, -0.37], [0.76, 0.91, 0.42], [-0.09, -0.74, 0.29], [0.35, -0.38, -0.55], [-0.19, -0.11, -0.27], [0.56, -0.46, 0.61]], "mulliken_charge": [-0.244, -0.302, 0.029, -0.372, -0.332, -0.328, -0.962, 0.229, 0.222, 0.316, 0.264, 0.300, 0.289, 0.280, 0.275, 0.336], "total_energy_ha": -685.91147, "e_lumo_ha": 0.0328, "relative_energy_kj_mol": 282.2, "multiplicity": 1, "largest_force_ev_per_a": 3.38, "smiles": "C=NSCOCC"}

***

{"formula": "C4H9NOS", "method": "wB97M-V/def2-TZVPD", "elements": ["O", "C", "N", "C", "C", "C", "S", "H", "H", "H", "H", "H", "H", "H", "H", "H"], "xyz": [[0.93288, -2.91882, 1.73429], [0.90046, -1.71917, 1.86035], [0.22517, -0.88697, 1.00648], [0.74038, 0.39842, 0.56010], [0.47871, 0.70420, -0.91194], [-0.95262, 1.04639, -1.33071], [-2.02590, -0.42365, -1.33506], [1.36523, -1.17578, 2.70579], [-0.30184, -1.44413, 0.34555], [1.82633, 0.43244, 0.67818], [0.31320, 1.19122, 1.17345], [0.83132, -0.13472, -1.52071], [1.07872, 1.60001, -1.12715], [-0.87270, 1.45296, -2.33249], [-1.39569, 1.74787, -0.63155], [-3.14364, 0.12971, -0.87458]], "atomic_forces_ev_per_a": [[-0.14, -0.17, 0.34], [0.03, 0.63, -0.11], [0.01, -0.86, -0.15], [-0.11, 0.14, 0.13], [-0.14, 0.08, 0.22], [0.31, -0.35, 0.39], [0.10, -0.35, -0.34], [0.25, -0.15, -0.14], [0.01, 0.30, -0.23], [-0.04, -0.06, 0.20], [0.00, 0.23, 0.04], [0.19, 0.17, -0.04], [0.01, -0.32, -0.18], [-0.41, 0.22, -0.08], [0.05, 0.31, -0.13], [-0.12, 0.18, 0.08]], "mulliken_charge": [-0.547, 0.012, -0.056, -0.428, -0.857, -0.516, -0.267, 0.355, 0.144, 0.346, 0.289, 0.360, 0.343, 0.336, 0.353, 0.131], "total_energy_ha": -685.98541, "e_lumo_ha": 0.0266, "relative_energy_kj_mol": 88.1, "multiplicity": 1, "largest_force_ev_per_a": 0.87, "smiles": "O=CNCCCS"}

***

{"formula": "C4H9NOS", "method": "wB97M-V/def2-TZVPD", "elements": ["C", "C", "S", "C", "N", "O", "H", "H", "H", "H", "H", "C", "H", "H", "H", "H"], "xyz": [[1.03063, -1.62732, -0.84852], [1.67082, -0.60716, -0.28414], [2.78553, -0.60985, 1.21077], [1.67310, 0.76761, -0.98292], [0.39237, 1.12914, -1.35909], [2.73618, 1.32890, -1.12134], [0.36000, -1.45116, -1.62706], [1.06830, -2.62748, -0.47217], [3.59761, 0.24594, 0.62381], [-0.34651, 0.48021, -1.17571], [0.26913, 2.07340, -1.91523], [-1.60606, 0.44529, 2.27709], [-1.82523, -0.29813, 2.95972], [-1.54885, -0.12101, 1.33360], [-2.35365, 1.18534, 2.37693], [-0.67500, 0.88983, 2.50868]], "atomic_forces_ev_per_a": [[0.80, 0.14, 1.84], [1.01, 0.59, 0.50], [-1.57, -0.83, -1.28], [-0.91, -1.51, 0.74], [1.76, 3.21, -1.54], [-0.75, 0.81, -0.45], [-0.76, 0.22, -1.41], [0.14, -0.41, 0.25], [0.44, 0.47, -0.20], [-0.30, 0.27, -0.05], [0.10, -2.94, 1.62], [0.38, -0.40, -1.44], [-0.31, -1.48, 1.83], [-0.20, 0.84, -0.03], [-0.95, 0.72, -0.54], [1.10, 0.31, 0.15]], "mulliken_charge": [-0.854, 0.230, -0.222, 0.603, -0.417, -0.605, 0.330, 0.293, 0.168, 0.198, 0.268, -1.040, 0.332, 0.165, 0.296, 0.253], "total_energy_ha": -685.95906, "e_lumo_ha": 0.0255, "relative_energy_kj_mol": 157.2, "multiplicity": 1, "largest_force_ev_per_a": 3.97, "smiles": "C=C(S)C(N)=O.C"}

***

{"formula": "C4H9NOS", "method": "wB97M-V/def2-TZVPD", "elements": ["C", "C", "O", "N", "C", "C", "S", "H", "H", "H", "H", "H", "H", "H", "H", "H"], "xyz": [[-1.96866, 0.62132, 1.63455], [-1.49514, 0.38438, 0.21290], [-2.14368, 0.31919, -0.79527], [-0.08027, 0.50373, 0.19974], [0.60294, 0.49850, -1.06421], [1.57214, -0.78067, -1.26285], [1.60483, -1.85909, 0.24091], [-2.55641, -0.15752, 2.12851], [-1.11332, 0.70067, 2.31095], [-2.66844, 1.47727, 1.71263], [0.37129, 0.03868, 0.99826], [-0.02884, 0.63803, -1.93073], [1.21132, 1.42643, -1.08556], [2.57786, -0.52024, -1.53458], [1.12234, -1.31587, -2.17833], [2.99204, -1.97482, 0.41306]], "atomic_forces_ev_per_a": [[-0.95, -0.37, 0.98], [1.84, 0.85, 0.82], [-0.64, -0.13, -0.12], [-1.82, -0.66, -0.14], [2.55, 0.11, 0.33], [-2.20, -0.07, -1.15], [1.42, -0.09, -0.47], [-0.09, -0.48, -0.74], [-0.15, 0.59, -0.20], [0.82, -0.10, -0.29], [-0.02, 0.63, -0.72], [-0.66, -0.52, 0.26], [0.14, -0.56, 0.06], [0.35, 0.30, 0.07], [0.82, 0.26, 1.65], [-1.42, 0.24, -0.34]], "mulliken_charge": [-0.904, 0.613, -0.581, -0.320, -0.527, -0.521, -0.318, 0.302, 0.261, 0.249, 0.307, 0.342, 0.287, 0.415, 0.247, 0.148], "total_energy_ha": -685.97638, "e_lumo_ha": 0.0231, "relative_energy_kj_mol": 111.8, "multiplicity": 1, "largest_force_ev_per_a": 2.57, "smiles": "CC(=O)NCCS"}

***

{"formula": "C4H9NOS", "method": "wB97M-V/def2-TZVPD", "elements": ["C", "C", "C", "C", "N", "O", "S", "H", "H", "H", "H", "H", "H", "H", "H", "H"], "xyz": [[-0.97703, 1.18995, 0.35719], [-0.13562, 0.03578, 0.11481], [0.29131, -0.75350, 1.30667], [0.68528, -0.01547, -1.08898], [-1.78096, -1.16208, -0.52446], [-2.29212, 1.20148, -0.26668], [-3.06025, -0.21920, 0.00721], [-1.18868, 1.26949, 1.36601], [-0.56632, 2.16835, -0.01207], [-0.55459, -0.97527, 1.97770], [1.04101, -0.10729, 1.90553], [0.73492, -1.76983, 1.01229], [0.14353, 0.14972, -2.00307], [1.38326, -0.99048, -1.17907], [1.34592, 0.80031, -1.13081], [-1.37795, -0.97647, -1.43713]], "atomic_forces_ev_per_a": [[-0.53, 2.46, -1.32], [-2.50, -3.42, -0.45], [1.37, -0.39, 0.87], [1.98, -2.67, -0.79], [1.59, 0.87, 1.66], [-0.23, 0.65, -0.62], [1.81, -0.85, -0.93], [-0.09, 0.29, 2.31], [-0.02, -0.96, 0.35], [0.22, 0.30, -0.30], [-0.83, -1.21, -0.75], [-0.37, 1.69, 0.41], [-0.61, -0.33, -0.49], [-1.87, 2.12, 0.20], [1.27, 1.26, 0.33], [-1.19, 0.19, -0.51]], "mulliken_charge": [-0.546, 0.907, -1.280, -1.409, -0.523, -0.398, 0.148, 0.411, 0.309, 0.331, 0.305, 0.353, 0.465, 0.252, 0.379, 0.296], "total_energy_ha": -685.86376, "e_lumo_ha": [0.0169, 0.0169], "relative_energy_kj_mol": 407.4, "multiplicity": 1, "largest_force_ev_per_a": 4.26}

***

{"formula": "C4H9NOS", "method": "wB97M-V/def2-TZVPD", "elements": ["C", "C", "C", "C", "N", "O", "S", "H", "H", "H", "H", "H", "H", "H", "H", "H"], "xyz": [[-0.08937, -1.36557, 0.22577], [-1.26629, 0.64906, 1.10184], [-0.24064, 0.65397, -1.30168], [-0.07584, 0.17429, 0.24342], [1.12229, 0.75224, 0.61875], [3.86648, 0.35230, -0.19739], [2.68964, -0.49082, -0.19151], [0.39596, -1.83871, 1.09469], [-1.08620, -1.59300, 0.39432], [0.35140, -1.77571, -0.70776], [-2.12842, -0.02217, 0.93978], [-1.48765, 1.63545, 0.79024], [-0.77215, 0.77840, 2.15690], [0.02463, 1.63318, -1.72065], [0.08807, -0.11726, -1.98108], [-1.39192, 0.57436, -1.46565]], "atomic_forces_ev_per_a": [[1.76, 0.08, -0.02], [2.22, 0.07, 1.45], [-3.57, -0.91, -0.02], [-0.64, -0.41, -2.31], [3.55, -1.04, -0.33], [0.98, 0.57, -0.01], [-2.92, 1.36, 1.21], [0.29, 0.50, -0.22], [-1.94, -1.13, -0.54], [-0.57, 0.05, 0.66], [0.43, 0.46, 0.70], [-0.59, 1.08, -0.22], [-1.72, -0.71, -1.50], [0.36, -0.12, 1.01], [0.72, -0.17, -0.07], [1.63, 0.34, 0.21]], "mulliken_charge": [-1.768, -1.479, -1.209, 1.702, -0.690, -0.390, 0.434, 0.371, 0.444, 0.445, 0.386, 0.409, 0.335, 0.341, 0.351, 0.318], "total_energy_ha": -685.82124, "e_lumo_ha": [-0.0377, -0.0102], "relative_energy_kj_mol": 519.1, "multiplicity": 1, "largest_force_ev_per_a": 3.71}

***

{"formula": "C4H9NOS", "method": "wB97M-V/def2-TZVPD", "elements": ["C", "C", "O", "N", "C", "C", "S", "H", "H", "H", "H", "H", "H", "H", "H", "H"], "xyz": [[2.55467, 0.80558, -1.91409], [1.23412, 0.31113, -1.36098], [0.66610, -0.67637, -1.77783], [0.62620, 1.18054, -0.47878], [-0.61251, 0.80672, 0.19197], [-0.46320, -0.44230, 1.05946], [-2.02562, -0.84054, 1.89795], [2.88048, 0.12503, -2.69532], [3.34462, 0.94183, -1.18012], [2.32799, 1.76773, -2.37597], [1.26406, 1.71410, 0.09407], [-1.39077, 0.66687, -0.55519], [-0.89594, 1.65147, 0.81830], [-0.16247, -1.26527, 0.41999], [0.31124, -0.26883, 1.80679], [-1.82012, -2.16115, 1.94881]], "atomic_forces_ev_per_a": [[-0.31, 0.00, -0.31], [-0.29, 0.35, -0.16], [0.06, -0.10, 0.00], [0.35, -0.34, 0.46], [0.01, -0.05, 0.09], [0.16, 0.11, -0.09], [-0.01, 0.00, -0.07], [0.06, -0.07, 0.10], [-0.05, -0.02, 0.17], [0.24, 0.08, 0.01], [-0.02, 0.17, -0.20], [-0.01, -0.10, -0.02], [-0.11, 0.09, -0.04], [-0.06, -0.10, 0.04], [0.04, -0.02, 0.00], [-0.05, 0.00, 0.03]], "mulliken_charge": [-1.130, 0.668, -0.599, -0.225, -0.778, -0.482, -0.257, 0.305, 0.339, 0.320, 0.293, 0.313, 0.427, 0.368, 0.311, 0.126], "total_energy_ha": -686.00585, "e_lumo_ha": 0.0278, "relative_energy_kj_mol": 34.4, "multiplicity": 1, "largest_force_ev_per_a": 0.67, "smiles": "CC(=O)NCCS"}